1.
This record from the Open Molecules 2025 dataset describes C12H17NOS in the gas phase in a non-equilibrium geometry. The level of theory is ωB97M-V with the def2-TZVPD basis set.

## Properties
net charge: 0
total energy: -27087.26795 eV
energy above the lowest of the compared OMol25 structures with the same formula, charge and spin: 157.2 kcal per mole

Atoms and positions in Å:
C 0.86 0.37 -1.14
C -1.80 -1.93 -0.19
C -2.11 -0.78 0.76
C -1.28 -1.23 -1.41
C -1.13 1.76 0.68
C 1.29 2.53 -0.05
C -0.92 0.20 0.62
C -0.26 2.42 -0.39
C -0.29 1.37 -1.50
C -0.50 0.04 -0.85
C 1.71 1.08 -0.34
C 3.29 -2.21 -0.52
N 2.89 0.60 0.24
O 5.01 -0.70 0.76
S 4.11 -0.60 -0.45
H -0.99 -2.37 0.45
H -2.76 -2.34 -0.23
H -3.05 -0.14 0.60
H -2.31 -1.03 1.88
H -0.47 -1.81 -1.93
H -2.06 -1.03 -2.05
H -2.16 2.08 0.37
H -0.97 2.16 1.69
H 1.78 3.29 -0.66
H 1.49 2.74 1.10
H -0.16 -0.06 1.32
H -0.60 3.40 -0.69
H -0.35 1.59 -2.60
H 2.91 -2.46 -1.52
H 3.89 -2.99 -0.12
H 2.43 -2.13 0.15
H 3.40 1.27 0.63

***

2.
This record from the Open Molecules 2025 dataset describes a 2-piece molecular cluster, C12H17O2S overall in a non-equilibrium geometry. The level of theory is ωB97M-V with the def2-TZVPD basis set.

## Properties
net charge: +1
total energy: -27637.57982 eV
energy above the lowest of the compared OMol25 structures with the same formula, charge and spin: 40.2 kcal per mole

Atoms and positions in Å:
C -0.29 -0.52 1.18
C -0.60 -0.54 0.03
S -0.76 -1.06 -1.61
O 0.72 -1.15 -2.15
C 1.34 -2.39 -1.63
C 2.87 -2.26 -1.79
O 3.55 -3.11 -0.92
C 3.52 -2.65 0.44
C 2.71 -3.68 1.28
H 0.14 -0.58 2.15
H -1.42 -0.05 -2.24
H 1.04 -2.63 -0.62
H 1.01 -3.19 -2.29
H 3.11 -2.56 -2.80
H 3.17 -1.21 -1.70
H 3.09 -1.65 0.50
H 4.53 -2.65 0.83
H 2.10 -4.25 0.60
H 2.06 -3.17 1.99
H 3.37 -4.34 1.82
C -3.25 4.91 0.12
C -2.37 4.11 -0.60
C -2.06 2.85 -0.13
C -2.63 2.37 1.03
C -3.51 3.17 1.75
C -3.81 4.44 1.29
H -3.49 5.91 -0.24
H -1.93 4.48 -1.52
H -1.37 2.21 -0.67
H -2.38 1.37 1.36
H -3.96 2.80 2.66
H -4.50 5.07 1.85

***

3.
This record from the Open Molecules 2025 dataset describes C12H18B2F8K3O9 as an isolated structure in a non-equilibrium geometry. The level of theory is ωB97M-V with the def2-TZVPD basis set.

## Properties
net charge: +1
total energy: -103238.47266 eV
energy above the lowest of the compared OMol25 structures with the same formula, charge and spin: 90.8 kcal per mole

Atoms and positions in Å:
K -1.04 2.15 -4.96
K -1.56 6.13 -0.64
K -2.52 2.19 3.61
B -0.82 1.61 -0.65
F -1.07 0.54 -1.51
F -0.30 1.14 0.49
F 0.05 2.45 -1.25
F -1.96 2.25 -0.33
B -3.46 5.74 -4.48
F -4.51 5.62 -5.39
F -2.25 5.74 -5.11
F -3.60 7.00 -3.84
F -3.63 4.74 -3.56
C 3.52 -1.14 3.79
C 3.77 0.37 4.04
C 3.44 0.94 5.44
O 4.74 1.19 5.97
C 5.62 1.26 4.99
O 6.83 1.46 5.13
O 5.15 0.64 3.94
H 3.69 -1.40 2.74
H 2.48 -1.33 4.02
H 4.09 -1.83 4.41
H 3.27 0.97 3.28
H 2.93 0.21 6.07
H 3.04 1.95 5.34
C -4.83 -1.65 -1.90
C -4.74 -1.69 -0.39
C -5.89 -0.91 0.27
O -6.51 -1.86 1.15
C -5.95 -3.12 0.94
O -6.39 -4.13 1.51
O -4.96 -3.06 0.05
H -3.96 -2.14 -2.33
H -4.77 -0.63 -2.29
H -5.65 -2.18 -2.38
H -3.78 -1.30 -0.06
H -6.52 -0.49 -0.51
H -5.49 -0.09 0.86
C 2.04 -2.98 -1.67
C 3.22 -2.40 -2.47
C 3.33 -0.91 -2.46
O 4.72 -0.83 -2.20
C 5.24 -1.96 -1.73
O 6.32 -2.17 -1.19
O 4.34 -2.88 -1.89
H 1.97 -2.56 -0.66
H 2.28 -4.04 -1.62
H 1.07 -2.79 -2.12
H 3.18 -2.94 -3.41
H 2.86 -0.36 -1.64
H 2.97 -0.51 -3.41

***

4.
This record from the Open Molecules 2025 dataset describes a 2-piece molecular cluster, C12H18B2N2O9 overall in a non-equilibrium geometry. The level of theory is ωB97M-V with the def2-TZVPD basis set.

## Properties
SMILES: CC(C)=N[C@]1(CC=O)OC(=O)O[C@]1(OB(O)O)B(O)O.c1cc[nH]c1
net charge: 0
total energy: -35496.09317 eV

Atoms and positions in Å:
C -1.42 1.88 4.68
C -2.22 0.81 3.81
C -3.84 0.94 3.80
N -1.69 -0.16 3.07
C -1.06 0.39 1.81
C 0.48 0.51 2.25
C 0.84 -0.44 3.51
O 1.61 -0.08 4.44
O -1.78 1.63 1.46
C -2.90 1.27 0.60
O -3.66 2.06 0.04
O -2.87 -0.19 0.53
C -1.42 -0.40 0.43
O -1.15 0.29 -0.82
B 0.20 0.07 -1.29
O 1.20 1.07 -0.96
O 0.66 -1.03 -2.10
B -1.18 -2.01 0.53
O -0.09 -2.59 1.31
O -2.02 -2.98 -0.18
H -0.58 2.41 4.12
H -2.16 2.71 4.99
H -1.05 1.41 5.65
H -4.23 -0.06 3.35
H -4.15 1.74 3.02
H -4.29 1.12 4.83
H 0.75 1.57 2.60
H 1.24 0.24 1.44
H 0.44 -1.52 3.57
H 0.71 1.73 -0.39
H 1.40 -0.64 -2.64
H 0.69 -2.70 0.70
H -1.52 -3.13 -1.03
C 4.21 -1.21 -6.45
C 2.89 -0.77 -6.72
C 2.45 -0.10 -5.61
N 3.45 -0.12 -4.67
C 4.53 -0.79 -5.18
H 4.86 -1.77 -7.11
H 2.33 -0.93 -7.63
H 1.51 0.39 -5.40
H 3.40 0.29 -3.76
H 5.43 -0.91 -4.59

***

5.
This record from the Open Molecules 2025 dataset describes C12H18BaO6 as an isolated structure. The level of theory is ωB97M-V with the def2-TZVPD basis set.

## Properties
net charge: +2
total energy: -25696.66720 eV

Atoms and positions in Å:
C 2.03 4.20 -1.49
O 0.68 4.07 -1.10
C 0.49 3.12 -0.09
C -1.01 2.97 0.16
C -1.37 2.57 1.59
C -0.64 1.33 2.11
C -1.09 0.04 1.41
C -0.12 -0.49 0.31
C 0.23 -1.91 0.52
C 0.06 -3.00 -0.25
C -0.47 -3.02 -1.66
O -0.67 -4.38 -2.12
O -0.34 -4.45 -3.51
C 0.57 -4.13 0.51
O 0.35 -5.34 0.32
O 1.29 -3.76 1.54
C 0.93 -2.35 1.77
O 1.15 -1.84 2.79
H 2.41 3.26 -1.92
H 2.07 4.98 -2.25
H 2.67 4.48 -0.64
H 1.01 3.43 0.83
H 0.94 2.16 -0.41
H -1.44 3.95 -0.06
H -1.45 2.28 -0.57
H -1.17 3.42 2.25
H -2.44 2.38 1.64
H -0.83 1.24 3.18
H 0.45 1.45 2.01
H -2.05 0.22 0.92
H -1.25 -0.74 2.15
H 0.81 0.10 0.31
H -0.56 -0.37 -0.69
H 0.27 -2.56 -2.33
H -1.40 -2.46 -1.73
H -1.18 -4.23 -3.95
Ba 1.08 -6.61 -1.53

***

6.
This record from the Open Molecules 2025 dataset describes C12H18Br12Cl8O2 as an isolated structure in a non-equilibrium geometry. The level of theory is ωB97M-V with the def2-TZVPD basis set.

## Properties
net charge: 0
total energy: -957518.90378 eV
energy above the lowest of the compared OMol25 structures with the same formula, charge and spin: 0.0 kcal per mole

Atoms and positions in Å:
O 0.93 -2.27 -0.63
C 0.64 -1.11 -0.81
O 0.88 -0.17 0.09
C 0.39 1.12 -0.32
C -0.56 0.81 -1.48
C 0.07 -0.47 -2.05
H 1.17 1.84 -0.55
H -0.18 1.51 0.52
H -0.55 1.52 -2.31
H -1.57 0.66 -1.12
H 0.89 -0.23 -2.73
H -0.59 -1.08 -2.67
C 3.12 -2.68 -1.80
Cl 4.43 -3.65 -2.45
Cl 3.15 -1.08 -2.57
H 2.20 -3.19 -2.07
H 3.24 -2.56 -0.74
C 3.70 1.27 1.37
Cl 4.14 1.78 -0.26
Cl 3.78 -0.51 1.51
H 4.35 1.73 2.11
H 2.70 1.61 1.61
C -0.60 -3.16 1.89
Cl -2.01 -3.67 2.86
Cl 0.75 -4.30 2.14
H -0.86 -3.18 0.85
H -0.31 -2.16 2.21
C 1.42 6.14 0.12
Cl 0.88 4.61 -0.50
Cl 1.22 7.50 -0.99
H 0.88 6.45 1.01
H 2.42 6.07 0.54
C 0.29 -0.43 4.95
Br -1.65 -0.49 5.32
Br 0.79 0.40 3.26
Br 1.12 -2.19 5.12
H 0.71 0.18 5.73
C -2.62 2.01 2.90
Br -2.56 0.32 1.94
Br -4.37 2.21 3.77
Br -2.39 3.49 1.62
H -1.85 2.10 3.65
C -0.58 -3.64 -3.82
Br 1.01 -2.85 -4.65
Br -0.78 -5.58 -4.16
Br -2.22 -2.77 -4.37
H -0.49 -3.45 -2.76
C -5.03 0.29 -2.27
Br -4.53 -1.50 -1.70
Br -4.28 0.70 -4.02
Br -4.59 1.77 -1.06
H -6.11 0.26 -2.26